1.
This record from the Open Molecules 2025 dataset describes one molecule with the formula CH2OS2. The level of theory is ωB97M-V/def2-TZVPD.

Calculated values
- Relative energy (zero: lowest compared OMol25 entry of this formula, charge and spin): 2.6259 eV
- Electronic energy: -910.8191 hartree
- Lowest unoccupied orbital energy: -0.7076 eV
- HOMO energy: -9.543 eV
- Max |F|: 2.306 eV Å⁻¹
- Gap between HOMO and LUMO: 8.84 eV
- Structure (SMILES): C=S(=O)=S

Last column: natural (NBO) charge in e.
Geometry (Å):
C  0.882  -0.205  -0.113  -0.8344
O  -0.877  1.636  -0.066  -0.8563
S  -1.974  -1.221  -0.022  -0.3260
S  -0.673  0.203  -0.009  1.4889
H  1.286  -1.188  0.326  0.2774
H  1.357  0.775  -0.117  0.2503

=====

2.
This record from the Open Molecules 2025 dataset describes a 2-piece molecular cluster, CH2OS3 overall. The level of theory is ωB97M-V/def2-TZVPD.

Calculated values
- Relative energy (zero: lowest compared OMol25 entry of this formula, charge and spin): 4.4790 eV
- Electronic energy: -1308.8843 hartree
- Lowest unoccupied orbital energy (alpha / beta): -1.6802 / -1.6870 eV
- HOMO energy (alpha / beta): -9.203 / -9.085 eV
- Max |F|: 4.764 eV Å⁻¹
- Gap between HOMO and LUMO (alpha / beta): 7.52 / 7.40 eV

Last column: natural (NBO) charge in e.
Geometry (Å):
C  0.534  0.284  0.594  -0.7228
O  -1.657  -0.608  -0.645  -0.8438
S  0.249  0.477  -2.588  -0.3035
S  1.124  -1.342  0.484  0.0901
S  -0.281  -0.223  -0.819  1.4433
H  -0.934  0.303  1.854  0.0641
H  0.967  1.108  1.120  0.2725

=====

3.
This record from the Open Molecules 2025 dataset describes a 2-piece molecular cluster, CH2P2 overall. The level of theory is ωB97M-V/def2-TZVPD.

Calculated values
- Relative energy (zero: lowest compared OMol25 entry of this formula, charge and spin): 2.0277 eV
- Electronic energy: -721.8756 hartree
- Lowest unoccupied orbital energy: -1.2744 eV
- HOMO energy: -8.327 eV
- Max |F|: 5.874 eV Å⁻¹
- Gap between HOMO and LUMO: 7.05 eV

Last column: natural (NBO) charge in e.
Geometry (Å):
C  -0.218  -0.030  -0.090  -1.0836
P  1.211  -1.076  0.070  0.3730
P  1.204  1.050  -0.006  0.3595
H  -0.856  0.244  -0.963  0.2228
H  -1.341  -0.188  0.989  0.1284